(1)
Entry from OMol25: a structure of composition C4H12P2S (the ωB97M-V functional and the def2-TZVPD basis).

```
! RIJCOSX wB97M-V def2-TZVPD def2/J DEFGRID3
* xyz 0 1
C -1.32 1.15 -1.70
C -0.39 1.99 0.99
C 0.07 -2.13 -0.49
C 1.00 -0.96 1.75
P -1.39 0.73 0.07
P 0.50 -0.46 0.02
S 2.44 -0.42 -2.04
H -1.95 0.43 -2.25
H -0.22 1.07 -2.13
H -1.67 2.13 -1.89
H -1.00 2.86 1.37
H 0.18 2.37 0.13
H 0.29 1.68 1.74
H -0.51 -2.37 0.41
H -0.42 -2.21 -1.50
H 1.06 -2.74 -0.62
H 1.27 -1.98 1.72
H 1.90 -0.44 1.96
H 0.17 -0.72 2.48
*
```

## Properties
max |F|	0.073	hartree/bohr
electronic energy	-1240.37267	Eh
ΔE to the lowest compared entry with this formula, charge and spin	3.2426	eV



(2)
Entry from OMol25: a cluster of 3 separate species, CH8N2O2 in total (the ωB97M-V functional and the def2-TZVPD basis).

```
! RIJCOSX wB97M-V def2-TZVPD def2/J DEFGRID3
* xyz 0 1
H 3.32 0.41 1.79
N 2.81 0.30 0.93
C 1.60 -0.03 0.87
N 1.02 -0.36 -0.34
H 0.96 -0.07 1.77
H 1.75 -0.58 -1.01
H 0.45 0.34 -0.81
O -2.03 -1.51 0.21
H -2.79 -1.12 0.65
H -1.14 -1.13 0.32
O -1.70 1.32 -1.22
H -2.30 0.57 -1.21
H -1.94 1.86 -1.96
*
```

## Properties
max |F|	0.029	hartree/bohr
electronic energy	-302.86824	Eh
SMILES	[H]/N=C/N.O.O
ΔE to the lowest compared entry with this formula, charge and spin	0.7917	eV



(3)
Entry from OMol25: the ion CH3IO3P with charge -1 (the ωB97M-V functional and the def2-TZVPD basis).

```
! RIJCOSX wB97M-V def2-TZVPD def2/J DEFGRID3
* xyz -1 1
O 0.02 3.02 -2.32
P 0.71 2.47 -1.16
I 2.99 1.66 -2.03
O -0.08 0.94 -0.94
C 0.11 0.09 0.12
O -1.11 -0.34 0.68
H 0.67 0.56 0.93
H 0.69 -0.79 -0.24
H -1.67 -0.57 -0.08
*
```

## Properties
max |F|	0.045	hartree/bohr
electronic energy	-904.80639	Eh
SMILES	[O-]P(I)OCO
ΔE to the lowest compared entry with this formula, charge and spin	1.2074	eV



(4)
Entry from OMol25: a structure of composition C46H57BrLiN3O2Si (the ωB97M-V functional and the def2-TZVPD basis).

```
! RIJCOSX wB97M-V def2-TZVPD def2/J DEFGRID3
* xyz -2 1
Li 0.25 -1.15 2.29
O 0.55 6.82 3.40
C 1.26 5.82 2.76
O 2.20 6.18 2.08
C 0.79 4.47 2.94
C 1.43 3.42 2.23
C 1.02 2.13 2.31
C -0.09 1.72 3.15
C -0.71 2.79 3.90
C -0.28 4.08 3.77
N -0.43 0.45 3.20
C -1.42 -0.01 4.07
C -1.51 -1.35 4.35
C -2.48 -1.89 5.28
C -2.41 -3.19 5.68
C -1.40 -4.04 5.15
C -0.59 -3.50 4.17
N -0.63 -2.24 3.73
H -0.19 6.42 3.85
H 2.28 3.68 1.60
H 1.53 1.35 1.74
H -1.52 2.57 4.57
H -0.81 4.82 4.38
H -2.11 0.67 4.57
H -3.23 -1.22 5.69
H -3.12 -3.57 6.40
H -1.30 -5.08 5.44
H 0.16 -4.13 3.69
C 3.84 -1.07 4.09
C 4.89 -1.30 3.22
C 4.62 -1.46 1.87
C 3.30 -1.39 1.41
N 2.29 -1.19 2.27
C 2.56 -1.03 3.57
C 3.03 -1.47 -0.04
C 3.75 -0.61 -0.84
C 3.70 -0.64 -2.23
C 2.93 -1.66 -2.81
C 2.22 -2.55 -2.04
C 2.16 -2.49 -0.60
H 4.00 -0.92 5.15
H 5.91 -1.35 3.58
H 5.41 -1.65 1.16
H 1.70 -0.85 4.21
H 4.38 0.14 -0.36
H 4.25 0.07 -2.84
H 2.89 -1.76 -3.89
H 1.66 -3.32 -2.55
C -1.51 3.74 0.53
C -2.15 3.59 -0.86
C -2.08 4.95 -1.57
C -3.63 3.27 -0.60
Si -1.29 2.21 -1.90
Br -0.92 0.48 -0.52
C 0.45 2.70 -2.53
C 1.31 1.46 -2.85
C 0.38 3.57 -3.80
C 1.20 3.48 -1.44
C -2.41 1.49 -3.29
C -3.06 2.59 -4.14
C -1.56 0.60 -4.22
C -3.52 0.59 -2.74
H -2.08 4.48 1.10
H -0.48 4.09 0.49
H -1.52 2.80 1.09
H -2.62 5.69 -0.97
H -2.53 4.94 -2.56
H -1.05 5.31 -1.67
H -4.04 4.04 0.07
H -3.75 2.31 -0.11
H -4.23 3.28 -1.51
H 0.91 0.84 -3.65
H 1.45 0.82 -1.98
H 2.30 1.80 -3.17
H -0.04 3.03 -4.65
H 1.39 3.88 -4.07
H -0.21 4.48 -3.65
H 1.23 2.93 -0.50
H 0.78 4.46 -1.25
H 2.24 3.63 -1.77
H -2.33 3.28 -4.56
H -3.78 3.17 -3.57
H -3.59 2.13 -4.98
H -0.84 1.18 -4.81
H -2.22 0.10 -4.93
H -1.01 -0.16 -3.67
H -4.20 1.10 -2.06
H -3.11 -0.26 -2.20
H -4.11 0.20 -3.58
C 0.13 -5.35 0.92
C 0.89 -4.71 -0.26
C 2.08 -5.64 -0.59
C 1.41 -3.36 0.19
C -0.12 -4.69 -1.42
C -0.90 -3.56 -1.65
C -1.85 -3.54 -2.67
C -2.04 -4.65 -3.48
C -1.27 -5.78 -3.26
C -0.32 -5.80 -2.24
H 0.79 -5.45 1.78
H -0.25 -6.34 0.66
H -0.71 -4.72 1.22
H 2.75 -5.63 0.27
H 2.64 -5.26 -1.45
H 1.79 -6.68 -0.78
H 1.53 -3.29 1.26
H -0.73 -2.68 -1.04
H -2.43 -2.65 -2.84
H -2.78 -4.63 -4.27
H -1.40 -6.66 -3.88
H 0.27 -6.69 -2.10
*
```

## Properties
max |F|	0.005	hartree/bohr
electronic energy	-4972.99961	Eh
ΔE to the lowest compared entry with this formula, charge and spin	0.0000	eV



(5)
Entry from OMol25: a cluster of 10 separate species, C33H92N6O13 in total (the ωB97M-V functional and the def2-TZVPD basis).

```
! RIJCOSX wB97M-V def2-TZVPD def2/J DEFGRID3
* xyz 0 1
C -2.02 -1.96 -2.89
O -1.58 -2.81 -1.82
C -2.17 -4.12 -2.05
C -1.38 -5.14 -1.15
C -1.11 -4.52 0.21
N -0.07 -5.39 -1.73
H -3.06 -2.15 -3.07
H -1.50 -2.24 -3.85
H -1.77 -0.92 -2.69
H -3.23 -4.08 -1.90
H -2.01 -4.34 -3.11
H -1.87 -6.11 -1.13
H -0.40 -3.73 0.01
H -0.69 -5.22 0.91
H -1.96 -4.11 0.73
H 0.42 -6.15 -1.25
H 0.56 -4.61 -1.65
C -7.98 0.50 3.05
O -6.94 1.46 3.29
C -6.73 2.12 2.04
C -5.41 2.88 2.29
C -5.62 4.00 3.31
N -4.75 3.38 1.05
H -8.99 0.90 3.04
H -7.87 -0.24 3.85
H -7.84 -0.03 2.08
H -6.57 1.44 1.21
H -7.59 2.82 1.84
H -4.75 2.10 2.72
H -4.63 4.45 3.42
H -5.95 3.65 4.26
H -6.42 4.77 3.02
H -4.53 4.38 0.90
H -5.23 2.95 0.27
C -1.98 1.58 5.21
O -1.43 0.76 4.23
C -2.38 0.47 3.14
C -1.67 -0.41 2.16
C -2.54 -0.46 0.90
N -1.47 -1.75 2.62
H -2.62 1.16 5.97
H -2.51 2.41 4.74
H -1.13 1.96 5.82
H -3.24 0.01 3.54
H -2.72 1.47 2.71
H -0.69 0.13 1.91
H -2.29 -1.15 0.06
H -2.54 0.50 0.48
H -3.56 -0.80 1.18
H -1.00 -1.86 3.54
H -0.90 -2.31 1.96
C 2.52 -7.59 -2.59
O 2.87 -6.80 -1.47
C 3.63 -5.65 -1.79
C 4.21 -4.97 -0.57
C 3.10 -4.38 0.35
N 5.11 -3.89 -0.96
H 2.02 -8.54 -2.28
H 3.37 -7.80 -3.23
H 1.79 -6.99 -3.12
H 4.37 -5.92 -2.58
H 2.97 -4.89 -2.27
H 4.73 -5.76 0.01
H 2.47 -3.74 -0.24
H 3.50 -3.85 1.20
H 2.61 -5.27 0.79
H 4.59 -3.35 -1.63
H 5.31 -3.20 -0.21
C -3.02 5.91 -0.84
O -2.93 5.81 0.56
C -1.81 6.58 1.00
C -1.57 6.39 2.44
C -2.63 7.00 3.40
N -0.32 6.99 2.87
H -3.95 5.43 -1.11
H -2.19 5.46 -1.36
H -3.11 6.97 -1.13
H -0.89 6.32 0.45
H -1.98 7.66 0.80
H -1.54 5.32 2.54
H -2.52 8.12 3.51
H -2.50 6.38 4.30
H -3.64 6.80 3.00
H 0.53 6.61 2.44
H -0.19 6.84 3.89
C 1.22 -4.54 -4.98
O 1.32 -3.16 -5.08
C 0.85 -2.54 -6.23
C 1.40 -1.14 -6.19
C 0.78 -0.36 -5.07
N 1.24 -0.43 -7.47
H 1.80 -4.91 -4.19
H 1.33 -5.09 -5.87
H 0.17 -4.87 -4.71
H 1.23 -3.11 -7.09
H -0.24 -2.46 -6.31
H 2.51 -1.11 -6.07
H 0.87 0.74 -5.27
H 1.16 -0.64 -4.12
H -0.28 -0.61 -5.07
H 0.32 -0.06 -7.69
H 1.43 -1.10 -8.24
C 0.19 3.52 -0.23
C 0.88 3.58 1.05
C -0.02 3.05 2.14
O 2.15 2.87 1.02
H -0.63 4.21 -0.24
H -0.21 2.50 -0.29
H 0.87 3.67 -1.08
H 1.25 4.63 1.26
H -1.03 3.42 2.11
H 0.34 3.17 3.18
H -0.20 2.02 1.91
H 2.01 2.05 1.58
O 3.69 -1.49 1.86
C 2.47 -1.53 2.51
C 2.43 -0.41 3.57
O 2.18 0.79 2.82
H 3.91 -0.62 1.52
H 1.59 -1.54 1.82
H 2.38 -2.55 2.97
H 3.33 -0.32 4.18
H 1.59 -0.69 4.15
H 2.73 1.49 3.21
O 5.69 -0.22 -4.37
C 4.96 -1.38 -3.88
C 3.73 -1.02 -3.12
O 3.02 -2.19 -2.86
H 6.55 -0.12 -4.02
H 4.58 -1.97 -4.75
H 5.69 -1.94 -3.22
H 3.16 -0.28 -3.67
H 3.97 -0.53 -2.22
H 2.51 -2.43 -3.64
O 3.85 3.28 3.12
C 5.16 2.82 2.75
C 5.17 1.42 2.27
O 4.65 1.12 0.97
H 3.33 3.32 2.27
H 5.53 3.42 1.93
H 5.75 2.84 3.65
H 4.62 0.89 3.03
H 6.22 1.02 2.31
H 4.22 1.87 0.51
*
```

## Properties
max |F|	0.071	hartree/bohr
electronic energy	-2618.92123	Eh
SMILES	COC[C@H](C)N.COC[C@H](C)N.COC[C@H](C)N.COC[C@H](C)N.COC[C@H](C)N.COC[C@H](C)N.CC(C)O.OCCO.OCCO.OCCO
ΔE to the lowest compared entry with this formula, charge and spin	2.6905	eV